Computed, not measured: C22H33IrN4SSb2 as an isolated structure, with the ωB97M-V functional and the def2-TZVPD basis.

Summary:
strongest force on any atom	0.45	eV Å⁻¹
total charge	+3
calculated total energy	-56033.827	eV
spin multiplicity	2

Last column: Löwdin charge in e.
Cartesian coordinates (Å):
H1 2.3186 -2.2773 -3.8809  0.035
C1 -0.5079 1.4788 -3.4481  -0.299
C2 -1.2341 -2.3201 2.2325  -0.200
H2 1.3141 0.6295 -4.2108  0.088
H3 -0.9802 3.1864 2.1699  0.039
C3 0.8380 0.8409 -3.2532  -0.268
Sb1 -0.7726 1.2572 0.3671  1.392
H4 -0.8089 3.5596 -0.7640  0.087
C4 -3.0690 -3.4783 0.5678  0.034
H5 -0.6181 1.6839 3.0372  0.019
C5 4.9625 1.0702 2.3288  -0.192
H6 4.2551 3.1173 2.4649  0.082
N1 0.7144 -1.0340 2.4029  -0.163
H7 4.9157 0.9958 1.2452  0.088
S1 2.5645 0.1101 0.4875  0.636
C6 -1.1994 1.2433 -4.6345  -0.038
H8 -3.7655 -3.9179 -0.1331  0.140
H9 -0.7381 0.6400 -5.4081  0.126
H10 -0.0066 -2.9852 4.7641  0.130
C7 2.3358 -2.1675 -2.7973  -0.257
H11 5.7987 0.4614 2.6764  0.145
H12 -1.1154 -1.6390 4.9908  0.120
C8 2.7005 0.0261 2.2275  -0.658
H13 -2.7835 3.5341 -1.9872  0.124
N2 1.7337 -0.5212 3.0578  0.109
C9 -0.3640 2.2866 2.1677  -0.247
H14 2.3176 -3.1493 -2.3302  0.025
C10 5.0921 2.5090 2.8062  -0.044
C11 -0.9513 -1.9701 -3.3017  -0.268
Sb2 0.6315 -1.0371 -2.2514  1.313
C12 -1.0923 2.3054 -2.4782  -0.298
C13 -2.0415 -2.6660 0.0871  -0.084
H15 5.1580 2.5653 3.8925  0.092
C14 -0.2037 -1.7267 3.0805  -0.169
H16 -2.2904 -3.2765 3.8352  0.137
H17 -3.1441 0.6131 -0.6784  0.026
C15 -2.2377 -3.1111 2.7684  0.060
N3 3.7476 0.4495 2.8807  0.078
C16 -2.8504 0.8950 0.3318  -0.232
H18 -1.8955 -1.4531 -3.1391  0.021
C17 -0.1600 -1.9239 4.5440  0.027
C18 -2.3473 2.8635 -2.7195  -0.039
H19 3.2366 -1.6337 -2.5007  0.020
C19 -3.0286 2.6116 -3.8991  -0.036
Ir1 0.5242 -0.9255 0.3807  0.526
H20 -3.3520 1.8241 0.6027  0.042
C20 -3.1734 -3.7032 1.9241  0.031
H21 -2.9570 1.6154 -5.7997  0.125
H22 -1.0226 -3.0186 -3.0168  0.024
H23 0.6857 2.7956 -1.2792  0.074
H24 -3.9593 -4.3268 2.3287  0.144
H25 0.6389 -1.3530 5.0032  0.090
H26 -3.9922 3.0692 -4.0765  0.124
C21 -2.4486 1.7989 -4.8629  -0.032
H27 3.7114 0.3330 3.8911  0.183
H28 -1.9495 -2.4640 -0.9695  0.085
H29 0.6850 2.5751 2.1984  0.019
H30 6.0089 2.9304 2.3973  0.100
H31 -0.7088 -1.9144 -4.3624  0.036
H32 -3.1231 0.1168 1.0408  0.014
H33 1.5345 1.4515 -2.6785  0.062
N4 -1.1411 -2.0981 0.8797  -0.094
C22 -0.3901 2.6477 -1.1999  -0.256